# 1
{"formula": "C6H7Cl", "method": "ωB97M-V/def2-TZVPD", "total_charge": 0, "species": ["C", "C", "C", "C", "C", "C", "Cl", "H", "H", "H", "H", "H", "H", "H"], "coordinates": [[-1.1138, -0.4665, 0.6576], [-0.0868, -0.0517, 1.4797], [-1.1039, -0.3692, -0.8414], [1.3007, -0.0478, -0.4159], [1.0447, 0.4042, 0.9681], [0.1388, 0.2963, -1.3623], [-0.1877, 1.8686, -1.9288], [-1.9652, -0.9042, 1.1711], [-0.3480, 0.1977, 2.4595], [-0.9094, -1.3137, -1.2522], [-2.1500, 0.0419, -1.0333], [2.1988, 0.3478, -0.9150], [1.4235, -1.1160, -0.4019], [1.7584, 1.1127, 1.4148]], "lowdin_charge": [-0.065, -0.155, -0.256, -0.231, -0.097, -0.637, 0.673, 0.100, 0.092, 0.098, 0.135, 0.112, 0.113, 0.119]}

***

# 2
{"formula": "C6H7Cl2N4O", "method": "ωB97M-V/def2-TZVPD", "smiles": "C[C@@H]1C(Cl)(Cl)[C@]1(C)n1nnnc1[O-]", "total_charge": -1, "species": ["C", "C", "C", "Cl", "Cl", "C", "C", "N", "N", "N", "N", "C", "O", "H", "H", "H", "H", "H", "H", "H"], "coordinates": [[-0.4201, 1.8286, -1.1614], [0.2795, 1.2722, 0.0415], [1.6619, 0.5761, -0.0789], [2.9635, 0.9507, 1.0413], [2.2678, 0.2442, -1.6633], [0.4320, -0.1181, 0.4495], [0.3451, -0.4714, 1.9322], [-0.3028, -1.0848, -0.4074], [0.2718, -2.2958, -0.7853], [-0.7109, -3.0405, -1.1976], [-1.9084, -2.5307, -1.0629], [-1.7348, -1.3228, -0.4151], [-2.5930, -0.5658, 0.1035], [-0.1377, 2.8789, -1.2037], [-1.4560, 1.7043, -1.1702], [-0.1241, 1.4613, -2.1777], [0.2512, 1.9768, 0.9836], [0.9811, -1.3729, 2.0996], [-0.7287, -0.6454, 2.2806], [0.6625, 0.5549, 2.3916]], "lowdin_charge": [-0.076, -0.288, -1.125, 0.611, 0.655, -0.498, -0.037, -0.026, -0.040, -0.158, -0.013, -0.551, -0.089, 0.073, 0.050, 0.075, 0.166, 0.089, 0.102, 0.079]}

***

# 3
{"formula": "C6H7Cl2O2", "method": "ωB97M-V/def2-TZVPD", "total_charge": -1, "species": ["C", "C", "C", "C", "C", "C", "O", "O", "Cl", "Cl", "H", "H", "H", "H", "H", "H", "H"], "coordinates": [[2.9616, 0.1930, 0.5924], [-0.6990, -1.2190, -1.0167], [2.9903, 0.3057, -0.8298], [-1.1791, -0.4407, -0.0451], [-2.6537, -0.3261, 0.2888], [-0.4298, 0.7658, 0.4335], [2.4693, 0.2268, 1.7029], [4.1496, -0.1349, 0.1202], [-1.2826, -2.6668, -1.6648], [3.2694, 1.9933, -1.3110], [0.3039, -0.9164, -1.3931], [-2.7862, 0.0361, 1.3757], [-3.1040, -1.2585, 0.1245], [-3.1420, 0.3036, -0.3119], [-1.0150, 1.6831, 0.2223], [0.6460, 0.8426, 0.2081], [-0.4988, 0.6125, 1.5039]], "lowdin_charge": [-0.731, -0.592, -0.592, -0.403, -0.074, -0.064, 0.020, -0.061, 0.605, 0.429, 0.070, 0.111, 0.036, 0.029, 0.092, 0.050, 0.075]}

***

# 4
{"formula": "C6H7ClIN", "method": "ωB97M-V/def2-TZVPD", "smiles": "C=C(I)/C=C\\N=C(\\C)Cl", "total_charge": 0, "species": ["C", "C", "I", "C", "C", "N", "C", "C", "Cl", "H", "H", "H", "H", "H", "H", "H"], "coordinates": [[0.2532, 1.5584, -0.1982], [-0.0720, 1.3283, 1.0396], [1.2408, 1.8058, 2.6827], [-1.2471, 0.5984, 1.4314], [-1.6622, -0.5084, 0.7685], [-0.9652, -0.9747, -0.2945], [0.3166, -1.0616, -0.3251], [0.9898, -1.2514, -1.6527], [1.3239, -1.3698, 1.0958], [-0.3390, 1.3449, -1.0953], [1.0701, 2.2204, -0.6324], [-1.6716, 1.1687, 2.4212], [-2.6243, -1.0984, 0.9511], [1.2487, -0.3660, -2.2234], [0.1989, -1.6018, -2.3838], [1.9392, -1.7929, -1.5847]], "lowdin_charge": [-0.112, -0.842, 0.785, -0.215, -0.184, 0.018, -0.740, -0.090, 0.665, 0.088, 0.095, 0.141, 0.138, 0.070, 0.110, 0.072]}

***

DFT total energy / hartree: -692.87369 -1447.46573 -1303.62833 -1045.36020
Energy relative to the best compared isomer or geometry (same formula, charge and spin) / kJ/mol: 290.1 0.0 175.5 138.3